# C19H30N3OPPtSi

A structure of composition C19H30N3OPPtSi at a distorted geometry (ωB97M-V/def2-TZVPD, OMol25).

## Properties
- HOMO level (spin up / spin down): -5.2 / -7.7 eV
- ⟨S²⟩: 6.08
- DFT total energy: -1731.4676 hartree
- Energy above the lowest of the compared OMol25 structures with the same formula, charge and spin: 0.0 kJ/mol
- HOMO-LUMO gap (spin up / spin down): 4.93 / 6.58 eV
- Spin multiplicity: 5

Each line ends with the Mulliken spin population.
Element x y z (Å)
Pt1 -0.03 0.12 -0.18  1.31
Si1 2.25 0.27 -0.72  0.25
P1 -0.78 0.55 -2.36  0.25
N1 -0.33 -1.79 -0.31  1.22
H1 -0.50 3.11 2.03  0.00
C1 -2.55 0.86 -2.76  0.06
H2 -2.68 1.01 -3.85  0.00
H3 -2.92 1.76 -2.24  0.00
H4 -3.17 0.00 -2.45  0.01
C2 0.03 2.02 -3.10  -0.01
H5 -0.34 2.15 -4.13  0.00
H6 1.12 1.88 -3.12  0.00
H7 -0.21 2.91 -2.50  0.00
C3 -0.36 -0.83 -3.49  0.00
H8 -0.53 -0.53 -4.54  0.00
H9 -0.99 -1.70 -3.24  0.00
H10 0.70 -1.11 -3.34  0.00
C4 2.79 2.04 -0.40  0.01
H11 2.54 2.41 0.61  0.00
H12 2.35 2.72 -1.15  0.00
H13 3.89 2.03 -0.51  0.02
H14 2.99 -0.62 0.23  0.03
H15 2.48 -0.16 -2.14  0.03
C5 -0.26 -3.07 -0.51  -0.10
C6 -1.38 -5.24 -0.43  -0.12
C7 -1.42 -3.87 -0.23  0.27
C8 0.94 -3.72 -1.00  0.25
C9 0.94 -5.09 -1.18  -0.11
C10 -0.21 -5.85 -0.90  0.26
H16 -2.28 -5.83 -0.21  0.00
H17 -2.30 -3.33 0.13  0.00
H18 1.81 -3.09 -1.20  0.02
H19 1.85 -5.58 -1.55  0.00
H20 -0.19 -6.92 -1.05  0.02
C11 -1.05 3.17 1.07  0.01
O1 -0.89 2.06 0.20  0.25
C12 -2.53 3.29 1.42  0.01
H21 -2.94 4.30 1.29  0.00
H22 -2.73 3.00 2.45  0.00
H23 -3.11 2.62 0.78  0.00
C13 -0.49 4.34 0.28  -0.01
H24 -1.25 4.65 -0.44  0.00
H25 0.39 4.03 -0.29  0.00
H26 -0.21 5.21 0.88  0.00
N2 4.08 0.49 5.12  0.00
C14 3.07 0.23 4.59  0.00
C15 1.82 -0.09 3.96  0.00
C16 0.79 -0.64 4.71  -0.01
C17 -0.41 -0.93 4.07  0.01
C18 -0.54 -0.69 2.70  0.00
N3 0.46 -0.15 1.99  0.09
C19 1.62 0.16 2.61  0.00
H27 0.93 -0.82 5.77  0.00
H28 -1.26 -1.36 4.57  0.00
H29 -1.43 -0.94 2.11  -0.01
H30 2.41 0.58 1.97  -0.02

---

# C13H52N26O13

A cluster of 13 separate species, C13H52N26O13 in total at a distorted geometry (ωB97M-V/def2-TZVPD, OMol25).

## Properties
- HOMO level: -8.6 eV
- DFT total energy: -2928.8610 hartree
- Energy above the lowest of the compared OMol25 structures with the same formula, charge and spin: 292.6 kJ/mol
- HOMO-LUMO gap: 8.59 eV

Each line ends with the Löwdin charge.
Element x y z (Å)
C1 -2.42 1.02 4.25  -0.61
O1 -1.52 0.37 3.69  -0.04
N1 -2.22 2.00 5.18  0.18
N2 -3.72 0.70 4.07  0.17
H1 -1.42 2.63 5.05  0.06
H2 -3.05 2.34 5.63  0.09
H3 -4.41 1.32 4.44  0.10
H4 -4.00 -0.16 3.64  0.11
C2 2.21 3.27 -1.64  -0.67
O2 2.76 2.19 -1.84  -0.01
N3 2.52 4.42 -2.30  0.16
N4 1.25 3.45 -0.67  0.18
H5 2.14 5.33 -2.18  0.10
H6 3.23 4.33 -3.01  0.10
H7 1.08 2.62 -0.11  0.06
H8 0.86 4.35 -0.49  0.09
C3 -0.23 0.32 0.49  -0.64
O3 0.26 1.24 1.16  -0.04
N5 -0.05 0.09 -0.83  0.17
N6 -0.89 -0.67 1.15  0.18
H9 -0.47 -0.77 -1.19  0.03
H10 0.74 0.43 -1.36  0.10
H11 -1.21 -1.50 0.67  0.09
H12 -1.09 -0.47 2.13  0.06
C4 2.47 -2.30 -1.11  -0.65
O4 2.45 -1.42 -1.98  -0.02
N7 3.39 -3.30 -1.20  0.18
N8 1.58 -2.42 -0.13  0.21
H13 4.10 -3.24 -1.90  0.12
H14 3.55 -3.97 -0.46  0.09
H15 0.90 -1.69 0.03  0.06
H16 1.76 -3.16 0.53  0.07
C5 -3.80 1.26 -1.98  -0.69
O5 -4.80 0.72 -2.44  0.01
N9 -3.67 2.61 -1.85  0.16
N10 -2.75 0.58 -1.46  0.15
H17 -4.41 3.11 -2.31  0.10
H18 -2.84 3.11 -1.55  0.04
H19 -1.94 1.10 -1.16  0.07
H20 -2.92 -0.38 -1.22  0.10
C6 1.23 3.15 4.47  -0.66
O6 0.28 3.59 5.15  -0.03
N11 2.50 3.64 4.46  0.18
N12 1.04 2.12 3.63  0.17
H21 3.23 3.20 3.91  0.06
H22 2.57 4.34 5.18  0.11
H23 0.25 1.51 3.77  0.06
H24 1.56 2.01 2.77  0.06
C7 1.02 -2.75 3.20  -0.61
O7 0.10 -3.55 3.01  0.00
N13 0.97 -1.45 3.58  0.20
N14 2.30 -3.17 2.86  0.15
H25 0.21 -1.12 4.15  0.10
H26 1.89 -1.05 3.54  0.08
H27 2.36 -4.04 2.37  0.10
H28 3.06 -2.58 3.16  0.10
C8 2.17 -1.51 -5.34  -0.67
O8 2.76 -2.53 -5.01  0.02
N15 1.91 -0.50 -4.46  0.17
N16 1.58 -1.30 -6.57  0.11
H29 2.35 -0.57 -3.54  0.06
H30 1.36 0.30 -4.71  0.11
H31 1.16 -0.43 -6.80  0.12
H32 1.46 -2.12 -7.15  0.12
C9 -1.53 -0.81 -5.31  -0.66
O9 -2.09 -0.37 -6.32  0.00
N17 -1.88 -0.44 -4.05  0.17
N18 -0.44 -1.60 -5.36  0.13
H33 -1.36 -0.75 -3.25  0.03
H34 -2.78 -0.07 -3.80  0.08
H35 0.07 -1.71 -6.22  0.04
H36 -0.15 -2.16 -4.57  0.01
C10 -0.90 -3.05 -2.76  -0.61
O10 -1.06 -2.03 -2.08  -0.04
N19 -1.85 -4.01 -2.95  0.20
N20 0.23 -3.30 -3.44  0.17
H37 -1.87 -4.66 -3.71  0.11
H38 -2.67 -3.87 -2.38  0.12
H39 0.98 -2.61 -3.44  0.08
H40 0.48 -4.19 -3.82  0.14
C11 -1.90 4.13 0.77  -0.64
O11 -1.64 3.74 -0.37  -0.02
N21 -2.78 5.15 1.02  0.16
N22 -1.38 3.60 1.90  0.19
H41 -3.32 5.52 0.26  0.10
H42 -2.76 5.69 1.86  0.09
H43 -0.75 2.81 1.80  0.06
H44 -1.49 4.09 2.77  0.10
C12 -3.17 -4.48 2.80  -0.69
O12 -4.31 -4.89 3.07  0.00
N23 -2.92 -3.26 2.26  0.15
N24 -2.06 -5.19 3.14  0.14
H45 -3.68 -2.83 1.76  0.10
H46 -2.00 -2.86 2.22  0.04
H47 -1.19 -4.67 3.25  0.04
H48 -2.34 -5.97 3.71  0.10
C13 4.13 1.44 1.73  -0.66
O13 4.42 1.88 2.85  -0.01
N25 3.26 0.42 1.46  0.18
N26 4.72 1.91 0.61  0.17
H49 3.08 0.01 0.57  0.09
H50 2.63 0.28 2.23  0.05
H51 4.19 1.76 -0.24  0.07
H52 5.33 2.70 0.70  0.11

---

# C37H77ClF3N4O31P2S9

A cluster of 8 separate species, C37H77ClF3N4O31P2S9 in total at a distorted geometry (ωB97M-V/def2-TZVPD, OMol25).

## Properties
- HOMO level: -11.5 eV
- DFT total energy: -9033.3339 hartree
- HOMO-LUMO gap: 5.81 eV
- Total charge: +1

Each line ends with the Löwdin charge.
Element x y z (Å)
C1 6.54 5.93 0.86  0.04
C2 6.59 5.73 -0.61  -0.52
O1 7.37 5.08 -1.19  0.20
O2 5.61 6.43 -1.30  -0.06
C3 4.63 5.56 -1.85  -0.13
C4 3.38 6.33 -2.30  -0.30
C5 3.30 7.76 -1.75  -0.06
C6 3.26 7.91 -0.24  -0.22
N1 2.31 8.40 0.42  0.15
N2 3.27 6.49 -3.80  -0.02
S1 4.66 7.03 -4.73  0.81
O3 5.73 7.26 -3.83  -0.17
O4 4.19 8.14 -5.48  -0.20
C7 5.26 5.73 -5.97  -0.65
F1 4.86 6.11 -7.16  0.18
F2 4.92 4.50 -5.68  0.16
F3 6.58 5.83 -5.90  0.18
C8 2.07 6.24 -4.25  -0.08
P1 1.46 6.20 -6.01  0.47
O5 0.02 5.95 -5.96  -0.21
O6 1.85 7.56 -6.66  -0.06
O7 2.23 5.02 -6.73  -0.08
C9 1.16 6.00 -3.07  -0.25
C10 -0.24 5.42 -3.27  -0.12
C11 -1.15 5.69 -2.10  -0.75
O8 -1.85 4.90 -1.61  0.08
Cl1 -1.16 7.38 -1.51  0.75
C12 2.14 5.42 -2.03  -0.36
C13 1.68 5.36 -0.55  -0.21
C14 0.95 4.10 -0.10  -0.46
S2 0.11 4.46 1.48  1.06
C15 1.18 3.65 2.59  -0.68
N3 1.06 3.64 3.88  0.06
N4 2.10 2.89 4.35  0.05
C16 2.78 2.48 3.33  -0.14
O9 2.25 2.95 2.16  0.01
P2 2.35 3.70 -2.71  0.88
O10 3.00 3.75 -4.05  -0.38
H1 6.84 6.96 1.06  0.11
H2 7.17 5.22 1.37  0.10
H3 5.50 5.86 1.19  0.08
H4 5.05 4.98 -2.67  0.14
H5 4.36 4.84 -1.07  0.13
H6 4.16 8.32 -2.11  0.13
H7 2.43 8.29 -2.14  0.13
H8 4.15 7.58 0.29  0.10
H9 1.54 8.68 -0.19  0.05
H10 1.62 7.54 -7.61  0.14
H11 2.30 4.28 -6.09  0.08
H12 0.92 7.04 -2.76  0.12
H13 -0.27 4.35 -3.42  0.12
H14 -0.75 5.86 -4.12  0.12
H15 1.04 6.21 -0.36  0.06
H16 2.56 5.48 0.07  0.12
H17 1.61 3.26 0.09  0.07
H18 0.16 3.77 -0.76  0.05
H19 3.66 1.88 3.31  0.14
H20 1.09 3.09 -2.73  0.06
H21 3.10 2.99 -1.77  0.06
O11 -3.67 1.73 -3.08  -0.29
S3 -4.63 1.92 -2.04  0.56
O12 -4.74 0.98 -0.97  -0.27
O13 -6.06 2.14 -2.70  -0.26
C17 -6.52 1.14 -3.64  -0.24
C18 -7.02 -0.11 -2.96  -0.07
C19 -4.44 3.53 -1.37  -0.13
H22 -5.73 0.92 -4.36  0.11
H23 -7.33 1.63 -4.18  0.12
H24 -6.21 -0.66 -2.48  0.07
H25 -7.49 -0.77 -3.70  0.08
H26 -7.76 0.13 -2.20  0.09
H27 -4.39 4.25 -2.18  0.07
H28 -3.52 3.53 -0.80  0.05
H29 -5.28 3.75 -0.71  0.08
O14 1.50 -1.12 3.86  -0.30
S4 1.20 -1.24 5.26  0.56
O15 1.78 -2.30 6.02  -0.27
O16 -0.38 -1.26 5.43  -0.26
C20 -1.14 -2.22 4.66  -0.24
C21 -1.07 -3.62 5.23  -0.08
C22 1.49 0.30 6.04  -0.13
H30 -0.80 -2.20 3.62  0.11
H31 -2.16 -1.86 4.68  0.12
H32 -0.06 -4.04 5.15  0.07
H33 -1.76 -4.28 4.70  0.07
H34 -1.33 -3.61 6.29  0.09
H35 1.02 1.08 5.46  0.04
H36 2.57 0.44 6.07  0.07
H37 1.09 0.27 7.05  0.08
O17 -4.02 -4.63 5.77  -0.29
S5 -5.33 -4.19 5.40  0.56
O18 -5.87 -3.00 5.97  -0.27
O19 -6.34 -5.38 5.58  -0.25
C23 -6.38 -6.05 6.87  -0.24
C24 -7.14 -5.25 7.91  -0.06
C25 -5.44 -4.08 3.64  -0.12
H38 -5.37 -6.28 7.21  0.11
H39 -6.89 -7.00 6.70  0.11
H40 -6.62 -4.33 8.16  0.07
H41 -7.26 -5.84 8.81  0.08
H42 -8.13 -4.97 7.53  0.09
H43 -5.05 -5.00 3.21  0.08
H44 -4.84 -3.23 3.33  0.07
H45 -6.48 -3.93 3.37  0.08
O20 6.90 3.04 -10.96  -0.27
S6 6.28 1.78 -10.65  0.57
O21 4.95 1.51 -11.10  -0.27
O22 6.34 1.58 -9.07  -0.26
C26 5.83 2.64 -8.25  -0.27
C27 4.31 2.66 -8.20  -0.06
C28 7.34 0.45 -11.10  -0.11
H46 6.22 3.60 -8.60  0.11
H47 6.23 2.47 -7.26  0.10
H48 3.89 2.91 -9.17  0.08
H49 3.97 3.39 -7.48  0.03
H50 3.92 1.68 -7.93  0.10
H51 8.34 0.65 -10.71  0.06
H52 7.35 0.41 -12.18  0.08
H53 6.94 -0.47 -10.68  0.08
O23 -5.61 -8.48 8.97  -0.28
S7 -4.95 -9.76 9.07  0.56
O24 -5.27 -10.80 8.15  -0.28
O25 -5.12 -10.30 10.55  -0.26
C29 -6.46 -10.37 11.10  -0.24
C30 -7.24 -11.55 10.57  -0.07
C31 -3.21 -9.51 9.11  -0.12
H54 -6.98 -9.43 10.91  0.11
H55 -6.32 -10.45 12.17  0.12
H56 -7.46 -11.44 9.51  0.06
H57 -8.19 -11.64 11.10  0.08
H58 -6.67 -12.47 10.70  0.09
H59 -2.99 -8.74 9.84  0.08
H60 -2.91 -9.19 8.11  0.08
H61 -2.73 -10.45 9.37  0.08
O26 10.63 -1.22 -7.92  -0.27
S8 11.31 -0.39 -6.96  0.57
O27 10.87 -0.37 -5.60  -0.27
O28 11.34 1.09 -7.53  -0.26
C32 10.09 1.67 -7.94  -0.25
C33 9.24 2.12 -6.76  -0.06
C34 13.04 -0.70 -7.02  -0.12
H62 9.55 0.96 -8.56  0.10
H63 10.35 2.52 -8.56  0.13
H64 8.91 1.27 -6.17  0.08
H65 8.37 2.66 -7.12  0.05
H66 9.82 2.77 -6.10  0.09
H67 13.36 -0.69 -8.06  0.08
H68 13.20 -1.69 -6.59  0.08
H69 13.55 0.05 -6.44  0.08
O29 -10.08 -8.56 7.41  -0.28
S9 -9.73 -9.00 6.10  0.56
O30 -9.35 -8.06 5.09  -0.28
O31 -10.91 -9.91 5.54  -0.26
C35 -12.25 -9.37 5.56  -0.25
C36 -12.49 -8.37 4.45  -0.07
C37 -8.50 -10.25 6.21  -0.11
H70 -12.45 -8.94 6.54  0.11
H71 -12.90 -10.23 5.44  0.12
H72 -11.89 -7.47 4.59  0.07
H73 -13.54 -8.09 4.42  0.08
H74 -12.21 -8.80 3.48  0.08
H75 -8.81 -10.98 6.95  0.07
H76 -7.58 -9.77 6.52  0.06
H77 -8.38 -10.71 5.23  0.08

---

# C5H11ClN2O6S2

A structure of composition C5H11ClN2O6S2 (ωB97M-V/def2-TZVPD, OMol25).

## Properties
- HOMO level: -9.5 eV
- DFT total energy: -2014.5544 hartree
- HOMO-LUMO gap: 8.57 eV

Each line ends with the Löwdin charge.
Element x y z (Å)
O1 5.02 -0.93 -0.22  0.09
C1 4.49 -0.51 -1.19  -0.83
Cl1 4.26 -1.57 -2.62  0.63
C2 3.95 0.87 -1.42  -0.24
S1 2.64 1.29 -0.25  0.48
O2 3.26 1.46 1.03  -0.30
O3 1.98 2.41 -0.86  -0.33
N1 1.79 -0.06 -0.21  -0.35
S2 0.65 -0.38 -1.23  0.50
O4 0.17 -1.72 -0.94  -0.38
O5 -0.38 0.63 -1.33  -0.39
H1 3.51 0.96 -2.41  0.08
H2 4.76 1.59 -1.30  0.12
H3 1.22 -0.44 -2.45  0.07
C3 -2.59 -1.03 -0.48  0.00
C4 -3.51 -0.72 0.61  -0.38
O6 -4.57 -1.11 0.94  0.19
N2 -2.92 0.46 1.47  0.08
C5 -2.79 0.09 2.92  0.02
H4 -2.82 -1.98 -0.94  0.12
H5 -2.63 -0.23 -1.23  0.12
H6 -1.56 -1.06 -0.11  0.05
H7 -2.04 0.78 1.08  0.17
H8 -3.61 1.21 1.39  0.18
H9 -2.44 0.96 3.46  0.10
H10 -2.08 -0.72 3.00  0.11
H11 -3.77 -0.21 3.27  0.10

---

# C20H40Br3Cl14S

A cluster of 8 separate species, C20H40Br3Cl14S in total (ωB97M-V/def2-TZVPD, OMol25).

## Properties
- HOMO level: -11.7 eV
- DFT total energy: -15348.7582 hartree
- HOMO-LUMO gap: 8.94 eV
- Total charge: +1

Each line ends with the Löwdin charge.
Element x y z (Å)
C1 -3.23 -3.43 0.28  -0.12
C2 -1.89 -3.04 -0.35  -0.75
Br1 -1.86 -1.18 -0.93  0.77
C3 -0.65 -3.28 0.50  -0.51
S1 -0.80 -2.69 2.21  1.04
C4 0.84 -1.92 2.54  -0.93
Br2 2.20 -3.18 1.98  0.79
C5 1.00 -1.58 4.03  -0.84
C6 -0.28 -1.20 4.76  -0.19
Br3 2.32 -0.15 4.12  0.76
H1 -3.42 -4.50 0.12  0.10
H2 -4.05 -2.87 -0.17  0.08
H3 -3.27 -3.24 1.36  0.02
H4 -1.74 -3.62 -1.26  0.10
H5 0.22 -2.79 0.06  0.02
H6 -0.42 -4.34 0.59  0.08
H7 -1.52 -1.56 1.99  -0.05
H8 0.92 -1.04 1.90  0.06
H9 1.47 -2.44 4.53  0.08
H10 -0.86 -0.45 4.21  0.02
H11 -0.90 -2.07 4.95  0.07
H12 -0.03 -0.76 5.73  0.09
Cl1 -1.58 1.21 2.11  0.57
C7 -1.62 2.64 1.03  -0.59
C8 -0.68 2.49 -0.14  -0.66
Cl2 1.02 2.41 0.38  0.58
H13 -1.34 3.49 1.65  0.08
H14 -2.64 2.76 0.68  0.08
H15 -0.79 3.34 -0.80  0.07
H16 -0.89 1.58 -0.69  0.01
Cl3 2.86 6.19 2.95  0.54
C9 3.26 5.20 1.52  -0.69
C10 4.20 5.91 0.58  -0.66
Cl4 3.42 7.30 -0.21  0.54
H17 2.32 4.95 1.03  0.02
H18 3.72 4.28 1.89  0.07
H19 4.50 5.22 -0.21  0.07
H20 5.08 6.27 1.10  0.07
Cl5 -3.86 -1.51 3.58  0.56
C11 -4.57 -0.02 4.30  -0.61
C12 -3.64 0.64 5.28  -0.66
Cl6 -3.33 -0.38 6.71  0.57
H21 -5.50 -0.33 4.77  0.07
H22 -4.78 0.66 3.48  0.07
H23 -4.09 1.57 5.63  0.08
H24 -2.68 0.87 4.83  0.02
Cl7 5.03 -5.09 0.95  0.54
C13 6.16 -5.24 2.33  -0.63
C14 5.63 -4.60 3.58  -0.65
Cl8 5.54 -2.82 3.43  0.53
H25 7.10 -4.80 2.02  0.07
H26 6.31 -6.31 2.50  0.08
H27 6.29 -4.82 4.42  0.08
H28 4.63 -4.96 3.81  0.06
Cl9 -2.04 1.50 -6.66  0.58
C15 -1.52 0.88 -5.07  -0.65
C16 -2.46 1.31 -3.98  -0.66
Cl10 -2.41 3.07 -3.71  0.55
H29 -0.51 1.25 -4.89  0.07
H30 -1.50 -0.21 -5.14  0.07
H31 -2.18 0.83 -3.04  0.00
H32 -3.49 1.05 -4.22  0.07
Cl11 2.42 -1.70 -2.56  0.54
C17 3.47 -2.93 -1.81  -0.67
C18 3.10 -4.33 -2.23  -0.62
Cl12 1.46 -4.78 -1.65  0.56
H33 3.40 -2.81 -0.73  0.01
H34 4.49 -2.73 -2.12  0.08
H35 3.79 -5.05 -1.80  0.05
H36 3.08 -4.44 -3.31  0.07
Cl13 -4.25 5.63 -6.15  0.52
C19 -3.77 4.74 -7.62  -0.67
C20 -3.13 5.65 -8.64  -0.67
Cl14 -4.30 6.80 -9.34  0.54
H37 -4.66 4.26 -8.02  0.07
H38 -3.05 3.98 -7.31  0.01
H39 -2.74 5.05 -9.46  0.07
H40 -2.32 6.23 -8.21  0.07